No. 1
DFT (wB97M-V/def2-TZVPD) results for one molecule with the formula HOP.

The geometry in XYZ format:
```
3
Properties=species:S:1:pos:R:3:forces:R:3:mulliken_spin:R:1
O -1.1623 0.5538 0.0048 0.622 -0.724 0.002 0.63
P -0.1764 -0.6188 0.0087 1.348 1.603 -0.031 1.02
H 1.3388 0.0650 -0.0135 -1.969 -0.879 0.029 0.35
```
Forces are in eV/Å.

Computed properties:
Gap between HOMO and LUMO (spin up / spin down) (eV): 8.9 / 9.4
HOMO (spin up / spin down) (Ha): -0.2974 / -0.4552
M (Da): 47.98
Multiplicity: 3
⟨S²⟩: 2.016
Total energy (Ha): -417.08095
Charge: 0

---

No. 2
DFT (wB97M-V/def2-TZVPD) results for a 2-piece molecular cluster, C20H30Br2F8N3OP overall.

The geometry in XYZ format:
```
65
Properties=species:S:1:pos:R:3:forces:R:3:lowdin_charge:R:1
C 6.3193 1.8311 5.5799 -0.517 -0.478 -0.547 -0.28
P 5.3943 2.8545 4.2736 0.285 0.267 -0.580 0.93
C 5.9423 2.0466 2.6346 -0.514 -0.787 0.091 -0.28
C 3.5602 2.4019 4.3823 0.491 -1.840 1.931 -0.29
C 3.0038 1.6097 5.4337 -0.258 1.443 -2.358 -0.04
N 1.6120 1.4536 5.1629 3.340 1.745 -1.129 0.11
C 1.3735 2.1329 3.9918 -3.060 -0.594 -1.128 -0.21
C -0.0726 2.1009 3.4391 0.058 0.294 0.159 -0.14
C -0.8151 0.7173 3.6337 -0.643 0.689 -0.434 -0.14
C -0.6146 -0.2978 2.4552 -0.255 -0.856 1.159 -0.73
F -0.6057 -1.5874 3.0418 -0.193 1.372 -0.743 -0.04
Br 1.0914 -0.1184 1.4927 -0.370 -0.198 0.530 0.83
C -1.7863 -0.3034 1.3927 0.174 -1.521 -1.182 -0.82
F -1.6256 -1.4361 0.6092 -0.273 1.494 1.193 0.00
F -3.0363 -0.4049 1.9448 1.647 0.514 -0.342 0.05
Br -1.6146 1.2354 0.1622 -0.678 -0.419 0.745 0.80
N 2.5035 2.7802 3.4426 -0.540 -1.778 3.364 0.09
C 2.5768 3.5918 2.2686 -0.118 -0.465 -1.097 -0.34
F 1.3501 4.0477 1.8447 1.274 -0.894 1.035 0.13
F 3.0508 2.7811 1.2224 -0.309 1.386 1.102 0.08
C 3.4896 4.9015 2.4379 0.016 1.727 -1.228 -0.45
F 3.5594 5.3381 3.7178 0.063 -0.859 -1.371 0.13
F 4.7242 4.7582 1.8782 -1.445 -0.120 1.146 0.12
F 2.8824 5.9137 1.7232 0.740 -1.360 0.910 0.13
H 6.8867 1.0116 5.0702 -0.513 0.668 0.453 0.04
H 5.5962 1.3555 6.2859 0.869 0.531 -0.278 0.02
H 7.0475 2.5226 6.0671 -0.814 -0.630 -0.169 0.04
H 6.3685 2.7906 1.9194 -0.342 -0.592 0.771 0.03
H 5.0506 1.5502 2.1580 0.965 0.488 0.339 0.04
H 6.6887 1.2371 2.8644 -0.654 0.859 -0.307 0.04
H 3.4657 1.1554 6.3307 -0.337 0.492 -0.996 0.12
H 0.9930 0.9345 5.7741 -0.163 0.343 -0.598 0.16
H -0.1525 2.3569 2.3519 0.393 -0.125 1.095 0.06
H -0.6685 2.8932 3.9869 0.501 -0.755 -0.476 0.14
H -1.9179 0.9627 3.6546 1.102 -0.321 -0.001 0.13
H -0.6084 0.2180 4.6148 0.003 0.258 -1.082 0.12
C -3.6592 -4.5248 -4.0597 -0.391 -0.215 0.014 -0.04
C -3.1953 -3.3065 -4.8821 -0.994 -0.375 0.335 -0.51
C -4.2837 -2.2161 -4.8451 -0.035 0.300 0.001 -0.16
C -4.4447 -1.5019 -3.5047 -0.165 0.106 0.057 -0.18
C -3.1580 -1.4646 -2.6783 -0.148 -0.198 0.125 -0.15
C -1.8599 -1.6207 -3.4950 -0.483 0.215 0.665 -0.52
N -1.9377 -2.8702 -4.2491 0.769 0.255 -0.808 -0.18
O -0.8344 -3.1166 -4.9801 -0.058 0.061 0.199 -0.19
C -0.7180 -1.7325 -2.4732 0.365 -0.080 -0.059 -0.05
C -1.6234 -0.3596 -4.3425 0.120 0.195 -0.284 -0.02
C -3.0923 -3.7541 -6.3469 0.544 0.037 -0.060 -0.06
H -2.9199 -5.3275 -4.1009 0.102 0.161 -0.050 0.08
H -4.6045 -4.9275 -4.4420 -0.006 0.026 -0.047 0.08
H -3.8121 -4.2733 -3.0079 0.054 0.093 -0.042 0.07
H -4.0645 -1.4637 -5.6091 0.160 -0.148 -0.039 0.10
H -5.2508 -2.6415 -5.1355 0.144 -0.143 -0.034 0.11
H -4.7974 -0.4825 -3.6900 -0.012 -0.051 -0.025 0.10
H -5.2309 -1.9850 -2.9169 0.041 0.020 0.008 0.10
H -3.1341 -0.5385 -2.0949 0.194 0.015 -0.089 0.09
H -3.2074 -2.2689 -1.9364 0.211 -0.049 -0.092 0.11
H -0.8144 -2.6429 -1.8761 -0.073 -0.002 -0.121 0.09
H -0.7298 -0.8836 -1.7842 -0.111 0.056 -0.093 0.03
H 0.2622 -1.7476 -2.9545 -0.151 -0.102 -0.135 0.08
H -1.5688 0.5261 -3.6996 -0.043 -0.075 0.089 0.07
H -2.4169 -0.1797 -5.0707 -0.017 -0.091 0.048 0.07
H -0.6803 -0.4152 -4.8899 -0.067 -0.236 0.023 0.08
H -4.0638 -4.1074 -6.7062 -0.087 0.123 0.240 0.08
H -2.3899 -4.5783 -6.4761 0.097 0.177 0.100 0.08
H -2.7822 -2.9315 -6.9958 0.114 -0.052 0.097 0.08
```
Forces are in eV/Å.

Computed properties:
Gap between HOMO and LUMO (eV): 1.4
HOMO (Ha): -0.1188
M (Da): 671.25
Total energy (Ha): -7307.61200
Charge: 0